1.
{"formula": "C53H42Br2N4OP2PbSe", "method": "ωB97M-V/def2-TZVPD", "fmax_ev_per_a": 0.36, "de_lowest_kj_mol": 0.0, "charge": 0, "spin_multiplicity": 1, "gap_ev": 6.50, "species": ["Pb", "C", "C", "N", "C", "C", "C", "C", "C", "C", "C", "C", "C", "N", "C", "H", "H", "H", "H", "H", "H", "H", "H", "C", "C", "P", "C", "C", "C", "C", "C", "C", "C", "C", "C", "C", "C", "C", "P", "C", "C", "C", "C", "C", "C", "C", "C", "C", "C", "C", "C", "H", "H", "H", "H", "H", "H", "H", "H", "H", "H", "H", "H", "H", "H", "H", "H", "H", "H", "H", "H", "H", "H", "H", "H", "C", "C", "C", "C", "C", "C", "Br", "C", "C", "Br", "C", "O", "C", "N", "H", "H", "H", "H", "H", "H", "Se", "C", "C", "C", "N", "C", "C", "H", "H", "H", "H"], "positions_angstrom": [[-0.17710, 0.53852, 0.38651], [-3.51276, -2.26307, 2.79426], [-2.75323, -1.46728, 1.92413], [-1.47103, -1.22804, 2.10430], [-0.84729, -1.79244, 3.15869], [-1.51934, -2.61158, 4.08109], [-2.89494, -2.82871, 3.87704], [-0.80050, -3.20294, 5.17094], [0.52763, -3.00807, 5.31015], [1.25232, -2.19791, 4.37692], [2.64171, -1.99722, 4.47234], [3.27661, -1.21906, 3.54105], [2.51358, -0.62733, 2.52421], [1.21103, -0.79379, 2.41849], [0.57639, -1.57472, 3.31451], [-4.56491, -2.41091, 2.59370], [-3.20749, -1.01504, 1.05126], [-3.44360, -3.44923, 4.57547], [-1.34915, -3.81791, 5.87356], [1.07398, -3.46367, 6.12674], [3.19099, -2.46536, 5.28034], [4.34363, -1.04925, 3.57490], [2.97451, 0.01410, 1.77671], [1.30241, -1.71649, -3.06305], [0.11571, -1.05382, -3.76676], [-0.57890, 0.42312, -2.89954], [0.43966, 1.80952, -3.49161], [1.60623, 1.66576, -4.23189], [2.39756, 2.77084, -4.52193], [2.02552, 4.03051, -4.08528], [0.85153, 4.18737, -3.35816], [0.07370, 3.08550, -3.05595], [-2.15328, 0.63881, -3.77715], [-2.22019, 0.94261, -5.13626], [-3.44883, 1.06112, -5.76434], [-4.61838, 0.88401, -5.03536], [-4.55938, 0.60041, -3.67949], [-3.32896, 0.48170, -3.04555], [1.02590, -2.07245, -1.27674], [2.59124, -2.89066, -0.82688], [3.69311, -2.05525, -0.62500], [4.91949, -2.59151, -0.26607], [5.05400, -3.96131, -0.08477], [3.96080, -4.79400, -0.26895], [2.73264, -4.26360, -0.64229], [-0.17871, -3.44177, -1.26063], [-0.60726, -4.14737, -2.38140], [-1.56180, -5.14911, -2.26210], [-2.08830, -5.46905, -1.01970], [-1.65327, -4.78634, 0.10809], [-0.71306, -3.77698, -0.01626], [2.17810, -1.05994, -3.07819], [1.59736, -2.63097, -3.58756], [-0.72788, -1.74490, -3.84122], [0.38450, -0.80444, -4.79771], [1.93168, 0.68976, -4.56929], [3.31445, 2.64103, -5.08288], [2.65220, 4.88797, -4.29420], [0.55901, 5.16846, -3.00672], [-0.82654, 3.21137, -2.46108], [-1.30451, 1.10065, -5.69483], [-3.49904, 1.29947, -6.81925], [-5.57852, 0.98169, -5.52633], [-5.47148, 0.48848, -3.10724], [-3.27847, 0.30398, -1.97708], [3.59286, -0.98031, -0.74551], [5.76921, -1.93608, -0.12088], [6.01128, -4.37936, 0.19999], [4.06342, -5.86258, -0.12742], [1.88328, -4.91897, -0.78457], [-0.19544, -3.93047, -3.35917], [-1.89056, -5.68183, -3.14528], [-2.83532, -6.24722, -0.93075], [-2.05449, -5.03126, 1.08395], [-0.38454, -3.23737, 0.86476], [1.25604, 2.67947, 3.00674], [-0.23432, 2.76181, 3.12343], [-0.81191, 3.42531, 4.22969], [-2.16700, 3.46609, 4.36584], [-2.99389, 2.85475, 3.39775], [-4.40807, 2.79793, 3.46649], [-5.33401, 3.61177, 4.90708], [-5.11716, 2.14299, 2.50277], [-4.46262, 1.54663, 1.41814], [-5.50237, 0.61330, 0.13762], [-3.08306, 1.60017, 1.23416], [-2.46646, 1.08692, 0.22809], [-2.34736, 2.24623, 2.30162], [-0.99248, 2.20565, 2.20097], [1.71050, 3.64931, 3.21358], [1.57800, 2.36476, 2.01297], [1.64921, 1.97147, 3.74120], [-0.16657, 3.89132, 4.96217], [-2.62371, 3.96336, 5.21073], [-6.19482, 2.07971, 2.56416], [2.58878, 1.59472, -0.50083], [2.94912, 3.44891, -0.39398], [1.96655, 4.37029, -0.01918], [2.27060, 5.71937, 0.01701], [3.46560, 6.22564, -0.28767], [4.40036, 5.34511, -0.63837], [4.20129, 3.97559, -0.70406], [0.96475, 4.03647, 0.22494], [1.50482, 6.43477, 0.30292], [5.37544, 5.75487, -0.88476], [5.01400, 3.32748, -1.00501]], "forces_ev_per_angstrom": [[0.1, -0.2, -0.2], [0.0, 0.0, 0.0], [0.0, 0.0, 0.0], [-0.1, 0.0, 0.0], [0.0, -0.1, 0.1], [0.0, 0.1, -0.1], [0.0, 0.0, 0.0], [0.1, 0.0, 0.0], [-0.1, 0.0, 0.0], [0.0, 0.1, -0.1], [0.0, 0.0, -0.1], [0.0, 0.0, 0.0], [0.0, 0.0, 0.0], [0.1, 0.1, 0.0], [0.1, -0.1, 0.1], [0.0, 0.0, 0.0], [0.0, 0.0, 0.0], [0.0, 0.0, 0.0], [0.0, 0.0, 0.0], [0.0, 0.0, 0.0], [0.0, 0.0, 0.0], [0.0, 0.0, 0.0], [0.0, 0.0, 0.0], [0.1, -0.1, -0.1], [-0.1, 0.0, -0.1], [0.2, -0.1, 0.2], [0.0, 0.1, -0.1], [0.0, 0.0, 0.0], [0.0, 0.0, 0.0], [0.0, 0.0, 0.0], [0.0, 0.0, 0.0], [0.0, 0.0, 0.0], [-0.1, 0.0, 0.0], [0.0, 0.0, 0.0], [0.0, 0.0, 0.0], [0.0, 0.0, 0.0], [0.0, 0.0, 0.0], [0.0, 0.0, -0.1], [-0.1, 0.1, 0.1], [0.1, 0.0, 0.0], [0.0, -0.1, 0.0], [0.0, 0.0, 0.0], [0.0, 0.0, 0.0], [0.0, 0.0, 0.0], [0.0, 0.1, 0.0], [0.0, 0.0, 0.0], [0.0, 0.0, 0.0], [0.0, 0.0, 0.0], [0.0, 0.0, 0.0], [0.0, 0.0, 0.0], [0.0, 0.0, 0.0], [0.0, 0.0, 0.0], [0.0, 0.0, 0.0], [0.0, 0.0, 0.1], [0.0, 0.0, 0.0], [0.0, 0.0, 0.0], [0.0, 0.0, 0.0], [0.0, 0.0, 0.0], [0.0, 0.0, 0.0], [0.0, 0.0, 0.0], [0.0, 0.0, 0.0], [0.0, 0.0, 0.0], [0.0, 0.0, 0.0], [0.0, 0.0, 0.0], [0.0, 0.0, 0.0], [0.0, 0.0, 0.0], [0.0, 0.0, 0.0], [0.0, 0.0, 0.0], [0.0, 0.0, 0.0], [0.0, 0.0, 0.0], [0.0, 0.0, 0.0], [0.0, 0.0, 0.0], [0.0, 0.0, 0.0], [0.0, 0.0, 0.0], [0.0, 0.0, 0.0], [0.1, 0.0, 0.0], [-0.1, 0.0, 0.0], [-0.1, 0.0, 0.0], [0.1, 0.0, 0.0], [-0.1, 0.0, 0.0], [0.1, 0.0, -0.1], [0.0, 0.0, 0.0], [-0.1, 0.0, 0.1], [0.1, 0.0, -0.1], [0.0, 0.0, 0.0], [0.0, 0.0, 0.1], [-0.2, 0.0, -0.1], [-0.1, 0.0, 0.0], [0.3, 0.1, 0.1], [0.0, 0.0, 0.0], [0.0, 0.0, 0.0], [0.0, 0.0, 0.0], [0.0, 0.0, 0.0], [0.0, 0.0, 0.0], [0.0, 0.0, 0.0], [0.1, -0.2, 0.0], [-0.3, 0.1, 0.0], [0.0, -0.1, 0.0], [0.0, 0.0, 0.0], [0.0, 0.1, 0.0], [0.0, 0.0, 0.0], [0.0, 0.0, 0.0], [0.0, 0.0, 0.0], [0.0, 0.0, 0.0], [0.0, 0.0, 0.0], [0.0, 0.0, 0.0]], "lowdin_charge": [1.162, -0.020, -0.116, 0.060, -0.163, -0.143, -0.001, -0.020, -0.021, -0.143, -0.001, -0.027, -0.142, 0.053, -0.154, 0.113, 0.079, 0.120, 0.116, 0.116, 0.120, 0.111, 0.044, -0.398, -0.400, 0.988, -0.409, -0.108, -0.079, -0.081, -0.083, -0.111, -0.373, -0.086, -0.085, -0.087, -0.086, -0.097, 0.980, -0.362, -0.120, -0.081, -0.092, -0.086, -0.080, -0.378, -0.088, -0.077, -0.083, -0.077, -0.109, 0.071, 0.086, 0.070, 0.081, 0.089, 0.104, 0.105, 0.107, 0.111, 0.107, 0.102, 0.101, 0.082, 0.055, 0.022, 0.106, 0.101, 0.102, 0.099, 0.095, 0.105, 0.103, 0.102, 0.084, -0.039, -0.307, -0.006, -0.018, -0.189, -0.636, 0.759, -0.179, -0.593, 0.796, -0.468, -0.334, -0.143, 0.064, 0.093, -0.006, 0.086, 0.117, 0.079, 0.094, 0.535, -0.678, -0.151, -0.170, 0.039, -0.172, -0.132, 0.087, 0.100, 0.098, 0.090]}

2.
{"formula": "C53H43BaN5O4P2", "method": "ωB97M-V/def2-TZVPD", "fmax_ev_per_a": 4.86, "de_lowest_kj_mol": 0.0, "charge": 0, "spin_multiplicity": 1, "gap_ev": 6.54, "species": ["Ba", "O", "C", "O", "C", "C", "C", "N", "C", "C", "C", "C", "C", "C", "C", "N", "C", "C", "C", "C", "C", "N", "H", "H", "H", "H", "H", "H", "H", "H", "H", "H", "O", "C", "C", "C", "C", "C", "C", "P", "C", "C", "C", "C", "C", "C", "C", "C", "C", "C", "C", "C", "C", "C", "C", "C", "C", "C", "P", "C", "C", "C", "C", "C", "C", "C", "C", "C", "C", "C", "C", "H", "H", "H", "H", "H", "H", "H", "H", "H", "H", "H", "H", "H", "H", "H", "H", "H", "H", "H", "H", "H", "H", "H", "H", "H", "H", "H", "H", "N", "C", "N", "O", "H", "H", "H", "H", "H"], "positions_angstrom": [[-2.87693, 0.12964, -0.53845], [-8.29590, 5.30145, 1.95473], [-7.42736, 5.66288, 1.13115], [-7.22704, 6.68090, 0.55299], [-6.49464, 4.36476, 0.80762], [-6.98301, 3.09420, 0.72879], [-6.01282, 2.06549, 0.54070], [-4.78660, 2.36147, 0.18677], [-4.43557, 3.62848, -0.12033], [-5.23248, 4.65290, 0.25262], [-3.09161, 3.90751, -0.75593], [-2.74543, 5.13857, -1.36685], [-1.41006, 5.27407, -1.85884], [-0.55020, 4.22400, -1.86223], [-0.95621, 3.10787, -1.13711], [-2.13831, 2.93601, -0.59558], [-6.43755, 0.59326, 0.60772], [-7.71251, 0.26524, 1.13448], [-8.05645, -1.06166, 1.18248], [-7.09290, -2.00093, 1.03877], [-5.80567, -1.62502, 0.53953], [-5.48449, -0.32042, 0.18735], [-7.97451, 2.85095, 0.88657], [-4.92203, 5.69275, 0.04228], [-3.40978, 6.00114, -1.29092], [-1.00330, 6.26649, -2.11734], [0.40899, 4.13540, -2.35448], [-0.31290, 2.27400, -0.83803], [-8.37275, 1.06166, 1.42889], [-9.01744, -1.41234, 1.44971], [-7.27618, -3.04618, 1.13770], [-5.06440, -2.38564, 0.42189], [3.92099, -0.76488, 0.15776], [3.64053, -2.13140, 0.06763], [4.53056, -3.03936, -0.56564], [4.16840, -4.35170, -0.57262], [3.03205, -4.80450, -0.02217], [2.14917, -3.94289, 0.61640], [2.45617, -2.55398, 0.63674], [1.37358, -1.31431, 1.44878], [1.98788, -1.40650, 3.10603], [1.86892, -2.44699, 4.02169], [2.22492, -2.27725, 5.35527], [2.50570, -1.02331, 5.84415], [2.65084, 0.03423, 4.92031], [2.45566, -0.13140, 3.56859], [-0.11252, -2.34827, 1.44261], [-0.76026, -2.69071, 2.58119], [-1.98522, -3.32096, 2.54625], [-2.55740, -3.56397, 1.28812], [-1.93131, -3.09103, 0.12664], [-0.67577, -2.48777, 0.17846], [5.03125, -0.28524, -0.50010], [5.96717, 0.32328, 0.33655], [6.98786, 0.96661, -0.29954], [6.96999, 0.95533, -1.68066], [6.03002, 0.40341, -2.48598], [4.96606, -0.19223, -1.92063], [3.52949, -0.90375, -2.91747], [4.62886, -1.29060, -4.39846], [5.78834, -2.06266, -4.34384], [6.43049, -2.58825, -5.46785], [6.09813, -1.99250, -6.69710], [5.03169, -1.07425, -6.74169], [4.29357, -0.80926, -5.63059], [2.47493, 0.53783, -3.50148], [1.11765, 0.42383, -3.23686], [0.19587, 1.33111, -3.83951], [0.64789, 2.36877, -4.62841], [2.01725, 2.57791, -4.74994], [2.90584, 1.67519, -4.23568], [5.47485, -2.75205, -0.96440], [4.81226, -5.02765, -1.21562], [2.77826, -5.84691, -0.05403], [1.17892, -4.27241, 1.08857], [1.51315, -3.34910, 3.62957], [2.15810, -3.16670, 5.89438], [2.63277, -0.69200, 6.93905], [2.81518, 0.99558, 5.38620], [2.37751, 0.71808, 2.91697], [-0.35715, -2.37986, 3.54929], [-2.52148, -3.57973, 3.45895], [-3.57315, -3.95023, 1.25710], [-2.37778, -3.21602, -0.83895], [-0.16347, -2.10732, -0.70524], [5.86343, 0.27236, 1.40926], [7.77706, 1.45775, 0.23156], [7.79287, 1.44418, -2.11980], [6.10008, 0.42280, -3.59962], [6.15885, -2.45074, -3.37584], [7.21469, -3.33477, -5.33984], [6.65366, -2.21401, -7.61460], [4.75921, -0.57487, -7.67542], [3.36467, -0.15723, -5.71736], [0.65403, -0.48005, -2.73911], [-0.85155, 1.11368, -3.73384], [0.01720, 3.14809, -5.11481], [2.35068, 3.47039, -5.30101], [3.94399, 1.86913, -4.23545], [-3.76178, 0.74504, 5.83383], [-3.40996, 0.09773, 7.02968], [-4.44102, 0.00511, 7.91142], [-2.28866, -0.29501, 7.14682], [-4.42721, 1.60145, 5.89722], [-2.87879, 0.95021, 5.32955], [-5.41506, 0.28586, 7.67145], [-4.30607, -0.25732, 8.86366], [-1.47548, -1.01991, -2.28319]], "forces_ev_per_angstrom": [[0.4, 0.3, 0.1], [-0.1, 0.3, 0.1], [-1.2, -4.3, 2.0], [1.2, 2.6, -1.6], [-0.3, 2.9, -1.4], [2.9, -1.1, 0.4], [-1.9, 0.2, -0.5], [1.6, -1.1, -1.3], [1.0, -0.4, 0.3], [-0.6, 0.9, 0.1], [0.6, 0.0, 0.1], [1.0, -0.8, 0.8], [-1.3, 1.6, 0.3], [0.4, -1.7, 0.4], [0.5, -0.9, 0.3], [-1.9, 0.6, -0.2], [1.0, 0.7, 0.0], [1.5, 0.5, -1.1], [-0.2, 0.3, 0.7], [3.1, -0.2, -1.7], [-1.7, 1.9, 0.0], [-2.4, -1.6, 2.2], [-1.8, 0.0, 0.5], [-0.6, -0.6, 0.5], [0.2, -0.4, -0.3], [-0.7, -0.5, -0.4], [0.1, 0.7, 0.2], [0.5, 0.4, -0.8], [-0.2, -0.1, 0.0], [-1.0, 0.1, 0.3], [-0.2, -0.5, 0.3], [0.5, -0.2, -0.4], [-0.7, -1.4, 0.3], [1.4, 0.3, -0.6], [-1.1, 1.3, 1.3], [2.6, -1.0, -2.5], [-2.5, -0.9, 1.4], [-0.3, 1.0, 0.2], [-0.4, -1.0, 0.1], [0.4, -0.3, -1.4], [0.5, 1.9, 1.6], [1.3, 1.7, -0.6], [-0.6, 0.2, -0.9], [0.8, 1.6, 0.8], [-0.1, -0.3, 1.2], [-1.2, -1.4, 0.4], [0.9, 1.5, -0.8], [-0.7, 0.0, 1.9], [-0.8, -0.4, -0.8], [-0.2, 0.7, 0.5], [0.4, -0.2, 0.1], [-0.8, -0.6, 0.5], [-1.4, 0.7, -0.2], [-0.6, -0.8, -0.6], [-0.1, -0.1, -0.5], [1.9, 1.1, 0.4], [0.4, 0.4, -2.2], [-1.7, -1.0, 1.9], [0.9, 0.1, -0.1], [-0.1, 0.2, 0.8], [0.1, -2.0, 1.3], [-0.3, 1.5, -0.3], [-0.2, 0.0, -0.1], [1.1, -0.6, -1.4], [-2.6, 1.6, -0.2], [0.3, 0.3, 0.1], [-1.3, -0.8, -0.8], [0.7, -0.6, 0.2], [-0.3, 1.0, 0.0], [0.1, 0.6, -0.6], [-0.3, -0.7, 1.4], [0.4, 0.4, -0.3], [-0.8, 0.6, 1.2], [0.0, -0.4, -0.1], [1.4, 0.1, -0.7], [-0.3, -1.5, -0.1], [-0.1, -1.0, 1.5], [-0.2, -1.2, -1.7], [0.2, 0.3, -0.4], [0.4, 0.2, -0.3], [-0.2, -0.3, -0.4], [0.2, 0.0, -0.2], [0.2, -0.3, -0.2], [-0.4, -0.1, -0.5], [-0.3, -0.2, 0.0], [-0.1, -0.1, 0.0], [0.3, 0.2, 0.2], [0.9, 0.5, -0.8], [0.2, 0.3, 1.1], [-0.4, 0.3, -0.4], [-0.1, 0.3, -0.2], [-0.3, -0.1, 0.4], [0.2, -0.3, 0.2], [1.4, -1.0, -0.1], [0.7, 1.2, -0.4], [-0.3, 0.0, 0.1], [0.1, -1.0, 0.5], [0.1, -0.5, 0.3], [1.1, 0.2, -0.5], [-0.8, 2.1, -0.4], [-1.3, 1.5, -1.2], [-1.8, 0.3, 0.0], [1.3, -1.0, 1.0], [1.7, -2.2, -0.1], [-1.1, 0.0, 0.4], [1.6, -0.3, 0.1], [0.4, -0.3, 0.2], [-0.5, 0.3, 0.2]], "lowdin_charge": [1.509, -0.054, -0.719, 0.030, -0.044, 0.051, -0.208, 0.045, -0.228, 0.040, -0.182, 0.027, -0.047, -0.063, -0.180, -0.048, -0.165, 0.016, -0.065, -0.051, -0.097, -0.089, 0.085, 0.126, 0.113, 0.123, 0.107, 0.108, 0.112, 0.110, 0.102, 0.069, -0.057, -0.273, -0.035, -0.112, -0.108, -0.049, -0.274, 1.116, -0.378, -0.100, -0.074, -0.072, -0.097, -0.096, -0.437, -0.111, -0.056, -0.093, -0.168, -0.198, -0.266, 0.007, -0.067, -0.094, -0.119, -0.276, 1.182, -0.390, -0.120, -0.073, -0.078, -0.093, -0.139, -0.363, -0.124, -0.110, -0.110, -0.105, -0.113, 0.101, 0.136, 0.101, 0.123, 0.087, 0.088, 0.134, 0.098, 0.084, 0.107, 0.114, 0.093, 0.079, 0.057, 0.124, 0.106, 0.092, 0.128, 0.108, 0.104, 0.101, 0.108, 0.118, 0.043, 0.062, 0.119, 0.113, 0.092, 0.085, -0.719, 0.141, 0.050, 0.131, 0.099, 0.121, 0.094, -0.228]}